(1)
Formula: C6H18NO3
Source: the Open Molecules 2025 dataset
Level of theory: the ωB97M-V functional and the def2-TZVPD basis

Atoms and positions in Å:
C -2.564523 -0.181704 -0.049993
O -1.695583 -0.491564 -1.095447
C -2.018362 -0.827485 1.345711
C -0.740422 -0.019480 1.688276
C 0.437159 -0.253864 0.695954
C 1.759981 0.361584 1.342589
C 3.091871 0.028576 0.615765
N 3.269138 0.928698 -0.606486
H -3.599730 -0.331715 -0.247157
H -2.278546 0.856361 0.163193
H -1.680904 -1.932250 1.158029
H -2.824781 -0.720304 1.989674
H -0.768345 1.120635 1.521312
H -0.232026 -0.117519 2.629428
H 0.249251 -0.089642 -0.466538
H 0.720714 -1.377218 0.795230
H 1.470336 1.373928 1.327426
H 1.793057 0.224049 2.443892
H 3.222674 -1.018364 0.376044
H 3.840304 0.319453 1.329219
H 2.438193 0.863113 -1.070305
H 3.482603 1.923007 -0.349993
H -0.783885 0.682731 -2.352394
H -0.585882 2.259662 -2.304034
O -0.313923 1.483966 -2.651781
H -1.412342 -1.509469 -3.295545
H -2.111393 -1.652228 -1.902914
O -2.164629 -1.902965 -3.029145

Forces on the atoms, in the same order (eV/Å):
C 3.4 1.1 1.8
O -0.8 -0.9 0.4
C 2.5 -0.9 -3.1
C 1.0 2.0 -2.4
C 1.7 -3.6 0.2
C -1.4 -0.9 -0.8
C -0.8 2.9 -0.2
N 2.8 -0.5 2.7
H -0.8 -0.4 -0.4
H -1.4 0.4 -0.2
H -1.0 1.9 0.5
H -1.3 -0.1 1.6
H -1.2 -1.3 0.8
H -0.7 -0.6 0.8
H 0.5 0.2 2.7
H -0.9 1.3 -0.7
H 0.8 2.0 -0.4
H 0.0 -0.9 -0.6
H -0.2 -0.1 -0.2
H 0.8 -0.1 0.2
H -2.6 0.3 -1.9
H -0.6 -1.5 -0.2
H -0.1 1.3 0.2
H -1.8 3.4 2.0
O 2.0 -4.4 -2.3
H 4.2 2.1 -1.8
H 0.0 -1.0 -4.2
O -4.2 -1.5 5.3

Properties
Largest force on an atom   0.1351 hartree/bohr
Kohn-Sham gap (alpha / beta)   9.87 / 6.18 eV
ΔE to the lowest compared entry with this formula, charge and spin   22.66 kcal/mol
HOMO (alpha / beta)   -9.19 / -9.19 eV
Multiplicity   2
<S²>   0.755

=====

(2)
Formula: C6H18NP2S2
Source: the Open Molecules 2025 dataset
Level of theory: the ωB97M-V functional and the def2-TZVPD basis

Atoms and positions in Å:
C 0.735913 2.823705 1.243772
C -2.511269 1.962544 0.083813
C 0.796770 -0.808832 -2.925988
C 1.905479 -0.528643 -0.120076
C -1.708241 0.536562 3.186783
C 1.216197 -3.471955 -1.269811
N -0.656155 0.380857 -1.017512
P -1.016444 0.998222 0.447563
P 0.404553 -0.850348 -1.197834
S -1.193699 -0.538483 1.848572
S -0.346697 -2.693936 -0.762555
H 0.329004 3.704514 0.736326
H 0.661434 2.733715 2.273034
H 1.550602 2.339234 0.834382
H -2.472825 2.915769 0.612035
H -2.303605 2.073254 -1.013014
H -3.481105 1.485835 0.263925
H 1.637649 -1.505348 -3.041758
H 0.095397 -1.489907 -3.540347
H 1.026103 0.119453 -3.334907
H 1.742116 -0.824619 0.931481
H 2.745305 -0.951183 -0.555600
H 1.936533 0.504538 -0.201986
H -1.252877 1.495713 3.027676
H -1.480660 0.048259 4.261804
H -2.788313 0.616815 3.184347
H 2.153657 -2.885307 -1.343288
H 0.904035 -4.016677 -2.168020
H 1.371145 -4.173752 -0.442818

Forces on the atoms, in the same order (eV/Å):
C -3.5 -1.1 -1.9
C 0.4 0.2 -0.4
C -0.1 -4.3 -0.6
C -2.7 -1.3 0.1
C -0.3 -1.4 2.8
C -0.1 -1.4 0.5
N 0.6 -0.7 1.4
P 1.4 1.1 -0.6
P -0.7 2.0 0.7
S 0.1 0.2 -0.3
S 0.0 0.7 0.1
H 0.3 -0.4 0.3
H -0.2 0.1 1.8
H 1.6 -0.6 -0.9
H -0.1 0.0 -0.2
H -0.6 0.3 0.9
H 0.4 -0.2 -0.1
H 0.6 0.6 0.0
H 0.2 1.8 1.0
H 0.1 1.6 -0.6
H 0.0 0.0 -0.7
H 1.8 -0.8 -0.5
H 0.5 2.1 0.0
H 0.3 0.5 0.5
H 0.0 1.2 -2.6
H -0.2 0.2 -0.2
H -0.9 -0.1 -0.2
H 0.9 0.1 0.1
H 0.3 -0.2 -0.5

Properties
Largest force on an atom   0.0847 hartree/bohr
Kohn-Sham gap   8.25 eV
ΔE to the lowest compared entry with this formula, charge and spin   27.49 kcal/mol
HOMO   -12.16 eV
Multiplicity   1
Charge   +1

=====

(3)
Formula: C6H18O2
Source: the Open Molecules 2025 dataset
Level of theory: the ωB97M-V functional and the def2-TZVPD basis

Atoms and positions in Å:
C 1.649365 -0.057788 -0.111538
C 0.395021 0.257466 -0.972873
C 0.212513 -0.719682 -2.119486
C -0.204236 -2.160016 -1.659309
C -1.204662 -2.502113 -0.518946
C -2.444507 -1.653338 -0.571696
H 1.682869 0.500628 0.879601
H 1.738569 -1.128723 0.104335
H 2.471623 0.411835 -0.685475
H -0.368921 0.302439 -0.162479
H 0.388053 1.325131 -1.267738
H -0.424342 -0.247445 -2.962400
H 1.358778 -0.754777 -2.560085
H 0.782474 -2.672473 -1.544325
H -0.494978 -2.585526 -2.606672
H -1.392699 -3.476587 -0.441486
H -0.638830 -2.196433 0.286930
H -2.456135 -1.011794 -1.404110
H -2.528712 -1.099166 0.414481
H -3.334076 -2.132198 -0.765277
O 1.046510 3.321920 0.802351
H 1.300807 3.179465 1.688078
H 1.548700 2.805828 0.183582
O 0.729310 4.033075 5.271275
H 0.222913 4.462850 6.037400
H -0.035410 3.797422 4.685863

Forces on the atoms, in the same order (eV/Å):
C 0.3 1.7 0.0
C -0.5 0.9 2.4
C 1.5 1.0 -0.7
C 1.4 -0.7 -1.8
C 1.3 4.5 -2.5
C 0.8 1.2 2.1
H -0.4 -0.7 -1.1
H 0.3 0.3 -0.3
H 0.3 -1.1 0.3
H -0.5 -0.6 -1.1
H 0.4 -0.6 -0.3
H 0.8 -1.0 1.5
H -2.9 -0.3 0.6
H -0.8 0.1 0.6
H -0.7 -0.5 -0.4
H -0.6 -4.0 0.0
H 0.9 0.3 2.4
H 0.6 1.6 -0.8
H -0.3 -0.3 -1.4
H -2.0 -1.8 0.2
O -1.3 1.1 -1.3
H 0.8 -0.6 1.2
H 0.5 -0.5 0.1
O -2.5 0.6 0.9
H 1.3 -0.9 -1.5
H 1.1 0.2 0.5

Properties
Largest force on an atom   0.1028 hartree/bohr
Kohn-Sham gap   11.27 eV
ΔE to the lowest compared entry with this formula, charge and spin   42.61 kcal/mol
HOMO   -10.63 eV
Multiplicity   1
SMILES   CCCCCC.O.O

=====

(4)
Formula: C6H18O3
Source: the Open Molecules 2025 dataset
Level of theory: the ωB97M-V functional and the def2-TZVPD basis

Atoms and positions in Å:
C -1.076550 1.758416 -1.056177
C -1.485270 0.354876 -0.492495
O -0.349598 -0.351881 0.097105
H -0.408306 2.337342 -0.418686
H -1.919346 2.388924 -1.339468
H -0.614249 1.556019 -2.022322
H -1.968955 -0.130819 -1.340002
H -2.246900 0.525199 0.268439
H 0.350014 -0.382599 -0.559538
C -2.641857 -0.871460 4.570533
C -1.455875 -1.908925 4.625386
O -1.220040 -2.611061 3.469756
H -3.572833 -1.189875 4.101498
H -2.369024 0.033925 4.028368
H -2.909880 -0.474830 5.549792
H -1.775492 -2.716831 5.283601
H -0.572352 -1.516629 5.128958
H -0.857964 -2.021613 2.804136
C 3.126657 1.614081 -3.492758
C 3.108410 0.132626 -3.860930
O 2.180328 -0.618676 -3.178516
H 2.848393 1.700326 -2.442409
H 2.270674 2.113435 -3.946682
H 4.019082 2.184419 -3.750436
H 4.084563 -0.324096 -3.697780
H 3.072255 -0.048626 -4.935145
H 2.384114 -1.531667 -3.394228

Forces on the atoms, in the same order (eV/Å):
C 0.1 -0.9 -0.4
C 0.8 1.7 0.1
O -1.5 0.5 -0.5
H 0.0 -0.2 0.1
H -0.3 -0.1 0.4
H 0.6 0.2 0.0
H 0.2 -0.7 0.2
H 0.3 -0.5 0.3
H 0.1 0.0 -0.2
C 0.9 0.4 -0.2
C -2.3 0.0 1.8
O 0.5 -0.1 -1.5
H 0.2 -0.7 0.0
H 0.3 0.0 -0.3
H 0.2 -0.4 0.3
H -0.2 0.1 0.5
H 0.2 0.5 -0.4
H 0.1 0.1 -0.3
C -1.6 -0.3 0.2
C 2.6 0.4 -1.2
O -1.4 -0.4 0.8
H 0.7 0.0 0.3
H 0.0 0.1 -0.4
H 0.1 -0.4 0.1
H 0.6 0.3 0.6
H -0.8 0.5 -0.5
H -0.3 -0.1 0.2

Properties
Largest force on an atom   0.0567 hartree/bohr
Kohn-Sham gap   10.82 eV
ΔE to the lowest compared entry with this formula, charge and spin   34.84 kcal/mol
HOMO   -10.11 eV
Multiplicity   1
SMILES   CCO.CCO.CCO

=====

(5)
Formula: C6H18O6
Source: the Open Molecules 2025 dataset
Level of theory: the ωB97M-V functional and the def2-TZVPD basis

Atoms and positions in Å:
O 3.496533 -0.453942 -0.779605
C 3.279632 -1.349765 -1.953391
C 1.980450 -2.056101 -1.919575
O 0.937988 -1.219047 -2.229586
H 4.310477 0.054980 -0.770445
H 3.325265 -0.733064 -2.850998
H 4.076183 -2.086227 -2.059376
H 1.766021 -2.550439 -0.972085
H 2.172439 -2.908869 -2.570765
H 0.859675 -0.606456 -1.494610
O 0.649267 0.538923 1.697005
C 0.532503 1.315258 2.841868
C 0.946679 0.487308 4.168056
O 2.354989 0.285550 4.358229
H 1.563705 0.365147 1.462077
H 1.072793 2.230094 2.598447
H -0.511700 1.593003 2.985396
H 0.498340 -0.504568 4.110837
H 0.583290 0.968682 5.075989
H 2.491154 -0.591240 4.724700
O -3.535384 0.151820 -0.157793
C -3.362408 1.142506 -1.195130
C -4.297141 0.910853 -2.455766
O -3.898365 -0.251023 -3.045334
H -2.776505 0.024676 0.416268
H -3.382545 2.082752 -0.644087
H -2.335935 1.255088 -1.544114
H -4.166938 1.712641 -3.182601
H -5.349203 0.856692 -2.175880
H -3.281258 -0.665232 -2.437730

Forces on the atoms, in the same order (eV/Å):
O -1.2 -1.2 -0.5
C 1.9 1.5 0.9
C 0.9 -0.8 1.2
O -1.3 0.4 -0.9
H 0.1 -0.3 -0.6
H -0.2 0.0 -0.1
H 0.3 0.0 0.4
H 0.4 0.0 0.5
H -0.9 0.2 -0.8
H -0.1 0.2 0.0
O -0.7 -1.1 -1.0
C 1.0 -0.7 1.6
C 0.2 0.7 -0.7
O 0.0 0.4 -0.7
H 0.2 0.1 0.2
H 0.3 0.3 1.1
H -0.1 -0.2 -0.1
H -0.5 0.1 -0.3
H -0.3 0.3 -0.1
H 0.0 0.0 -0.1
O -0.6 -0.6 -1.2
C 0.2 1.0 0.6
C 0.6 1.3 2.3
O 0.6 -1.8 -0.9
H 0.3 0.4 -0.3
H -1.2 0.6 -0.5
H 0.3 -1.0 -0.4
H 0.0 0.4 0.3
H -0.1 0.1 0.2
H 0.0 -0.5 -0.1

Properties
Largest force on an atom   0.0533 hartree/bohr
Kohn-Sham gap   10.54 eV
ΔE to the lowest compared entry with this formula, charge and spin   74.15 kcal/mol
HOMO   -10.04 eV
Multiplicity   1
SMILES   OCCO.OCCO.OCCO

=====

(6)
Formula: C6H18O6
Source: the Open Molecules 2025 dataset
Level of theory: the ωB97M-V functional and the def2-TZVPD basis

Atoms and positions in Å:
O 0.102600 -1.348634 0.861360
C 1.365897 -0.866271 1.273898
C 1.317097 -0.006423 2.513445
O 0.829210 -0.665830 3.668133
H -0.014602 -2.292443 0.930333
H 1.992149 -1.756160 1.436229
H 1.870645 -0.325564 0.471000
H 0.683524 0.858060 2.275777
H 2.259903 0.475571 2.792009
H 1.560510 -1.003502 4.185828
O 2.869087 0.834817 -1.400875
C 2.408458 1.385328 -2.652239
C 1.139078 0.696966 -3.115312
O 0.122467 0.605351 -2.134073
H 3.592763 0.242533 -1.633282
H 2.247810 2.439449 -2.434822
H 3.158510 1.257422 -3.434113
H 1.396970 -0.306644 -3.476761
H 0.733093 1.270397 -3.951934
H 0.372969 -0.113915 -1.539782
O -2.046277 0.648920 1.664703
C -3.177218 -0.155958 1.397928
C -3.604795 -0.112913 -0.061289
O -2.684441 -0.819611 -0.887028
H -1.289090 0.108905 1.402932
H -2.895849 -1.210722 1.547360
H -4.045810 0.054584 2.024099
H -3.708600 0.913024 -0.431580
H -4.578614 -0.599304 -0.169947
H -1.977444 -0.207432 -1.121998

Forces on the atoms, in the same order (eV/Å):
O -0.8 1.3 -0.5
C 1.4 -1.4 0.3
C -0.2 0.8 0.3
O -0.6 -0.1 -0.2
H 0.3 -0.2 0.3
H 0.2 0.2 0.3
H -0.4 0.3 -0.1
H -0.4 -0.3 0.3
H 0.3 -0.3 -0.6
H 0.2 0.0 -0.1
O 0.3 -0.3 -0.7
C -0.3 0.0 0.8
C -0.1 -0.1 -0.2
O 0.2 -0.1 0.1
H -0.1 0.0 0.3
H -0.1 0.1 -0.3
H 0.1 0.2 0.0
H 0.0 0.0 -0.1
H 0.0 -0.1 0.0
H 0.0 0.2 0.1
O -0.3 0.1 0.1
C 0.1 -1.0 -0.8
C 0.0 0.2 -0.1
O 0.0 0.1 0.0
H 0.1 0.0 0.1
H -0.2 0.1 0.3
H 0.3 0.5 0.3
H 0.0 0.0 0.2
H 0.1 -0.1 0.0
H 0.0 -0.1 -0.1

Properties
Largest force on an atom   0.0393 hartree/bohr
Kohn-Sham gap   9.80 eV
ΔE to the lowest compared entry with this formula, charge and spin   46.81 kcal/mol
HOMO   -9.33 eV
Multiplicity   1
SMILES   OCCO.OCCO.OCCO

=====

(7)
Formula: C6H18SSi2
Source: the Open Molecules 2025 dataset
Level of theory: the ωB97M-V functional and the def2-TZVPD basis

Atoms and positions in Å:
C 2.082803 -0.582720 -1.232577
C 3.556476 -0.125124 0.774767
C 1.538829 -1.594793 0.998769
C -2.928975 2.471835 0.531566
C -1.843365 -0.043452 -1.943041
C 2.117498 -0.373400 0.326349
Si -3.067047 0.685242 1.234591
Si -1.758809 -0.701104 -0.089514
S 1.260070 1.183057 0.697496
H 3.147601 -0.470752 -1.602854
H 1.824654 -1.638815 -1.532447
H 1.307648 -0.051401 -1.824500
H 4.122516 -1.036772 0.445102
H 3.605359 -0.037662 1.876675
H 4.060700 0.758981 0.236386
H 1.881875 -1.866243 2.006484
H 0.358282 -1.498491 0.897210
H 1.924278 -2.449996 0.357966
H -2.576472 3.241473 1.212791
H -2.396567 2.492125 -0.417463
H -3.934397 2.589166 0.192998
H -2.275245 0.941278 -2.176665
H -0.800359 0.087532 -2.326704
H -2.355089 -0.831387 -2.438447
H -2.871363 0.741498 2.679423
H -4.585525 0.292721 1.062948
H -1.395363 -2.182797 0.052702

Forces on the atoms, in the same order (eV/Å):
C 0.6 -1.5 -0.7
C 1.3 -0.3 -0.8
C -1.3 -1.4 -1.1
C 0.3 -1.5 -0.4
C 1.6 0.4 1.2
C -0.2 1.2 -1.1
Si -1.4 0.8 -0.1
Si 1.3 1.4 -0.9
S -1.7 -0.7 0.1
H -1.4 0.4 -0.1
H 0.4 0.6 0.7
H 1.0 0.5 0.7
H -0.1 0.7 0.5
H 0.1 0.1 -0.6
H -1.0 -1.2 1.0
H -0.4 0.7 0.0
H 2.6 -0.6 0.6
H -0.8 0.6 0.8
H -0.1 -0.1 0.0
H 0.6 0.1 0.2
H -1.0 0.8 0.2
H -0.4 -0.5 0.7
H -0.8 -0.6 0.3
H -0.4 -0.6 -1.0
H 0.3 -0.4 0.3
H 1.3 0.1 0.0
H -0.5 1.0 -0.2

Properties
Largest force on an atom   0.0537 hartree/bohr
Kohn-Sham gap (alpha / beta)   6.14 / 5.55 eV
ΔE to the lowest compared entry with this formula, charge and spin   73.23 kcal/mol
HOMO (alpha / beta)   -7.65 / -7.28 eV
Multiplicity   1

=====

(8)
Formula: C6H18Si4
Source: the Open Molecules 2025 dataset
Level of theory: the ωB97M-V functional and the def2-TZVPD basis

Atoms and positions in Å:
C 0.952132 1.235595 -0.346716
C 0.819331 -1.361387 0.236126
C 0.965774 2.630610 0.206742
C 1.174914 1.406306 -1.854286
C 0.929003 -2.061546 -1.047060
C 0.730599 -2.300925 1.385022
Si -0.667775 0.052100 0.115195
Si 2.335675 0.051675 0.347467
Si -1.064197 0.531704 2.296989
Si -2.930760 -0.082019 -1.007001
H 0.678617 2.628254 1.259531
H -0.005072 3.209116 -0.188923
H 1.824006 3.163943 -0.057601
H 0.614371 2.268977 -2.207606
H 0.703939 0.562020 -2.298752
H 2.182973 1.449418 -2.270585
H 0.014122 -2.614471 -1.377534
H 1.671576 -2.855689 -1.145441
H 1.302513 -1.375848 -1.737057
H 1.683504 -2.912897 1.497509
H -0.066243 -2.996322 1.255093
H 0.651397 -1.634280 2.239978
H -2.128886 -0.490430 2.589507
H -1.877094 1.854381 2.481380
H -0.090983 0.124535 3.259472
H -3.075591 -0.108954 -2.486562
H -3.459005 0.849581 -0.140212
H -3.868848 -1.223457 -1.004666

Forces on the atoms, in the same order (eV/Å):
C -0.5 0.0 -0.2
C -0.4 1.6 0.7
C -4.6 0.4 0.4
C -0.6 -0.6 -0.3
C -0.2 -2.0 -0.9
C 1.9 0.1 0.6
Si 3.1 -0.5 -0.9
Si -2.1 -0.8 -0.3
Si -2.9 0.5 0.0
Si 1.6 -2.1 -1.1
H 0.9 0.3 0.4
H 2.1 -0.9 0.3
H 1.4 1.0 0.0
H 0.1 0.2 0.0
H -0.2 -0.7 -1.0
H 0.3 0.2 0.4
H 0.3 0.9 0.0
H 0.5 -0.2 0.8
H -0.1 1.1 -2.1
H -0.9 0.7 -0.1
H -0.9 -0.5 0.3
H -0.3 -0.8 0.7
H 0.1 0.1 0.0
H 1.0 -0.8 0.1
H 1.0 0.4 0.7
H 0.5 1.2 -0.1
H -1.3 2.0 0.8
H 0.3 -0.6 1.0

Properties
Largest force on an atom   0.0904 hartree/bohr
Kohn-Sham gap   6.99 eV
ΔE to the lowest compared entry with this formula, charge and spin   27.89 kcal/mol
HOMO   -7.79 eV
Multiplicity   1